Entry 1:
Formula: C22H32BN7Ti
Source: the Open Molecules 2025 dataset
Level of theory: ωB97M-V/def2-TZVPD

Each line ends with the natural charge from an NBO analysis.
CARTESIAN COORDINATES (ANGSTROEM)
C1 2.37829 0.53144 -1.01717  -0.01
N1 1.06025 0.65779 -1.37365  -0.43
N2 1.01437 0.84222 -2.73343  -0.29
C2 2.26399 0.81001 -3.22231  0.06
C3 3.15698 0.62508 -2.17177  -0.31
B1 -0.32457 1.05936 -3.49317  0.54
N3 -1.23430 -0.19482 -3.27127  -0.28
N4 -1.47649 -0.76046 -2.02483  -0.43
C4 -2.31212 -1.83656 -2.21526  0.01
C5 -2.53157 -1.98908 -3.58753  -0.31
C6 -1.83757 -0.94649 -4.20871  0.08
Ti1 -0.65041 -0.02970 -0.30194  1.46
N5 -0.99076 2.39782 -2.95474  -0.32
N6 -1.32092 2.43002 -1.62363  -0.37
C7 -1.76183 3.65180 -1.31958  -0.03
C8 -1.72195 4.45046 -2.48272  -0.33
C9 -1.23331 3.62330 -3.49287  0.02
H1 -2.08767 3.92552 -0.31513  0.22
H2 -1.05218 3.84699 -4.53236  0.24
H3 -2.01782 5.48598 -2.54313  0.25
H4 -0.11529 1.20014 -4.66370  0.00
H5 -1.72181 -0.69820 -5.25278  0.26
H6 2.40977 0.94603 -4.28159  0.25
H7 -3.11494 -2.75875 -4.05779  0.27
H8 4.23405 0.58273 -2.22294  0.26
H9 -2.73571 -2.38990 -1.38043  0.23
H10 2.67629 0.43299 0.02595  0.23
H11 -2.34061 1.17392 -0.16277  0.32
C10 -2.51810 0.32663 0.56215  -0.86
H12 -3.57377 0.01737 0.42624  0.31
H13 -1.98127 -0.68701 0.30732  0.14
H14 -2.35926 0.58708 1.61615  0.28
C11 0.91651 -0.59012 5.67941  -0.65
C12 0.73689 -0.06716 4.28207  0.03
C13 0.53996 1.29963 4.03939  -0.09
C14 0.39643 1.80529 2.74951  0.06
C15 0.21314 3.28440 2.57072  -0.66
C16 0.42127 0.91111 1.66514  -0.28
C17 0.56226 -0.49331 1.90147  0.16
C18 0.76155 -0.95838 3.21176  -0.15
N7 0.38465 -1.29852 0.76398  -0.46
C19 0.87846 -2.66605 0.60142  0.09
C20 2.31692 -2.78788 1.10528  -0.62
C21 -0.10236 -3.60271 1.31158  -0.60
C22 0.86268 -2.99890 -0.89023  -0.61
H15 1.89654 -0.32955 6.09660  0.26
H16 0.16770 -0.17892 6.36319  0.25
H17 0.82725 -1.68057 5.69280  0.23
H18 0.50304 1.99010 4.88696  0.25
H19 -0.51835 3.67227 3.29494  0.25
H20 1.15432 3.82312 2.75513  0.26
H21 -0.12975 3.54794 1.56564  0.23
H22 0.52955 1.33817 0.62879  0.25
H23 0.90401 -2.02654 3.41204  0.24
H24 2.41673 -2.58092 2.17510  0.22
H25 2.66517 -3.81165 0.92821  0.25
H26 2.97453 -2.11131 0.54073  0.23
H27 0.25734 -4.63767 1.23636  0.25
H28 -1.08967 -3.54346 0.81966  0.21
H29 -0.22407 -3.34771 2.37382  0.21
H30 -0.14860 -2.90595 -1.31351  0.22
H31 1.54031 -2.33500 -1.44589  0.23
H32 1.20582 -4.03351 -1.03262  0.25

expectation value of S²	2.036
net charge	+2
relative energy (zero: lowest compared OMol25 entry of this formula, charge and spin)	0.0	kJ/mol
2S+1	3

=====

Entry 2:
Formula: C7H10
Source: the Open Molecules 2025 dataset
Level of theory: ωB97M-V/def2-TZVPD

Each line ends with the natural charge from an NBO analysis.
CARTESIAN COORDINATES (ANGSTROEM)
C1 -0.78486 1.20964 -1.00586  -0.45
C2 -1.49999 0.18526 -0.11153  -0.24
C3 -0.27864 -0.15183 -1.43652  -0.19
C4 0.83723 -0.72026 -0.85669  -0.19
C5 1.29264 -0.50379 0.54314  -0.41
C6 0.40856 0.39335 1.41012  -0.50
C7 -0.92436 -0.26625 1.12115  -0.20
H1 -1.35204 1.75177 -1.77269  0.23
H2 -0.02139 1.83750 -0.54533  0.22
H3 -2.56106 0.03129 -0.40113  0.24
H4 -0.62011 -0.50857 -2.41285  0.23
H5 1.31984 -1.54913 -1.35858  0.21
H6 2.37957 -0.42342 0.71166  0.25
H7 0.92725 -1.55159 1.10388  0.20
H8 0.70237 0.22512 2.45375  0.22
H9 0.42469 1.47755 1.23505  0.22
H10 -0.27282 -1.53386 1.36930  0.16

relative energy (zero: lowest compared OMol25 entry of this formula, charge and spin)	617.5	kJ/mol

=====

Entry 3:
Formula: C5H9F3N2O
Source: the Open Molecules 2025 dataset
Level of theory: ωB97M-V/def2-TZVPD

Each line ends with the natural charge from an NBO analysis.
CARTESIAN COORDINATES (ANGSTROEM)
C1 -1.05104 -1.30016 -1.13975  -0.39
N1 0.15666 -0.55204 -1.02340  -0.48
C2 1.39809 -1.22930 -1.15179  -0.39
C3 0.06099 0.87946 -1.07247  -0.04
H1 -0.78707 -2.36493 -1.19663  0.21
H2 -1.72225 -1.13894 -0.27910  0.19
H3 -1.59522 -0.99958 -2.05074  0.17
H4 1.17850 -2.30287 -1.19922  0.20
H5 1.92666 -0.91960 -2.06718  0.17
H6 2.03900 -1.01612 -0.28391  0.22
H7 1.04999 1.24870 -1.39761  0.20
H8 -0.77475 1.13984 -1.73400  0.19
H9 -0.95053 2.11908 0.33208  0.42
N2 -0.29754 1.34743 0.23384  -0.63
C4 0.43747 0.94784 1.30005  0.59
C5 -0.43123 0.92475 2.58305  0.90
F1 -1.28602 1.99241 2.58831  -0.33
F2 -1.20129 -0.21437 2.55168  -0.32
F3 0.27084 0.92921 3.73323  -0.30
O1 1.57874 0.50919 1.27357  -0.55

SMILES	CN(C)CNC(=O)C(F)(F)F
relative energy (zero: lowest compared OMol25 entry of this formula, charge and spin)	5.9	kJ/mol

=====

Entry 4:
Formula: C25H61Br3N6O14P2
Source: the Open Molecules 2025 dataset
Level of theory: ωB97M-V/def2-TZVPD

Each line ends with the Löwdin charge.
CARTESIAN COORDINATES (ANGSTROEM)
C1 -4.76270 9.07945 11.65584  -1.55
Br1 -6.10079 7.62758 11.50982  0.60
Br2 -5.48567 10.51259 12.76796  0.58
Br3 -4.26488 9.63529 9.88555  0.59
H1 -3.92877 8.69880 12.22874  -0.03
O1 -9.67482 8.54979 14.87906  -0.28
P1 -9.98976 9.97145 15.11824  0.58
N1 -8.61609 10.85791 15.57429  -0.28
C2 -7.84444 10.33808 16.68665  -0.13
C3 -8.40083 12.26509 15.32648  -0.12
N2 -11.16140 10.26019 16.27866  -0.31
C4 -11.13362 9.39766 17.47632  -0.08
C5 -11.75122 11.57799 16.45695  -0.10
N3 -10.54958 10.73109 13.71675  -0.29
C6 -9.71623 10.77167 12.48580  -0.06
C7 -11.95021 10.45863 13.38121  -0.12
H2 -8.23180 10.64064 17.66858  0.09
H3 -6.81717 10.71349 16.66982  0.09
H4 -7.76544 9.25471 16.63775  0.04
H5 -7.34427 12.54187 15.35744  0.08
H6 -8.91633 12.89777 16.06087  0.07
H7 -8.76213 12.54364 14.33841  0.06
H8 -10.18184 9.55057 17.99070  0.06
H9 -11.99334 9.64297 18.09084  0.08
H10 -11.16686 8.34445 17.19627  0.08
H11 -12.33415 11.88988 15.59191  0.07
H12 -12.43853 11.54362 17.30340  0.08
H13 -11.01207 12.33223 16.74837  0.07
H14 -9.42898 9.74982 12.24350  0.07
H15 -10.37279 11.17269 11.71603  0.09
H16 -8.94958 11.51647 12.68077  0.06
H17 -12.36320 11.27918 12.78338  0.09
H18 -12.55651 10.31620 14.27094  0.07
H19 -12.03560 9.61663 12.68172  0.06
O2 -0.65896 10.82723 20.81023  -0.28
P2 -0.95774 9.43078 20.43770  0.55
N4 -0.92399 8.27549 21.66581  -0.31
C8 -1.91574 8.56588 22.70256  -0.12
C9 0.36282 7.95140 22.23261  -0.13
N5 0.11910 8.80003 19.26882  -0.32
C10 0.67358 9.68595 18.26523  -0.12
C11 0.08692 7.41140 18.86421  -0.12
N6 -2.46860 9.26481 19.71248  -0.29
C12 -3.11058 10.45436 19.17922  -0.11
C13 -3.31114 8.09655 19.89116  -0.13
H20 -2.91217 8.74614 22.29847  0.06
H21 -1.71817 9.44098 23.32851  0.09
H22 -1.99349 7.67186 23.32347  0.09
H23 1.16168 7.81810 21.50275  0.07
H24 0.33932 7.02768 22.81753  0.09
H25 0.72265 8.73310 22.91524  0.09
H26 0.74392 10.68577 18.69958  0.08
H27 1.71037 9.43782 18.02169  0.08
H28 0.04582 9.67325 17.36801  0.07
H29 -0.01227 6.74966 19.72670  0.07
H30 -0.72830 7.17719 18.16672  0.07
H31 1.03732 7.16498 18.38653  0.08
H32 -3.81425 10.15585 18.39959  0.06
H33 -3.70665 10.93228 19.96603  0.09
H34 -2.37831 11.15219 18.78022  0.08
H35 -3.74638 7.76171 18.94780  0.06
H36 -4.12980 8.27598 20.60094  0.07
H37 -2.78851 7.25336 20.34069  0.08
C14 -10.71050 6.68137 22.07693  -0.06
O3 -10.03927 7.47590 21.12489  0.00
C15 -8.82848 7.08390 20.71572  -0.62
O4 -8.15395 6.24004 21.23782  0.13
O5 -8.51244 7.83210 19.68405  0.01
C16 -7.20482 7.79604 19.14645  -0.04
H38 -10.75947 5.61685 21.83407  0.10
H39 -11.71737 7.06681 22.19044  0.09
H40 -10.17941 6.68431 23.03262  0.10
H41 -7.23914 8.05946 18.09617  0.05
H42 -6.66134 6.86197 19.26455  0.10
H43 -6.60027 8.58809 19.59605  0.10
C17 -7.85798 3.90493 15.72239  -0.06
O6 -8.51289 3.77759 14.48259  0.00
C18 -9.84075 3.80641 14.41439  -0.64
O7 -10.58101 3.97968 15.34282  0.14
O8 -10.17947 3.65394 13.15482  0.01
C19 -11.56829 3.52646 12.87178  -0.03
H44 -6.79666 4.09974 15.58558  0.09
H45 -7.95146 2.95735 16.25803  0.10
H46 -8.26479 4.72899 16.31084  0.09
H47 -12.06983 4.46812 13.09066  0.09
H48 -12.06492 2.73308 13.42686  0.10
H49 -11.68460 3.35953 11.80536  0.10
C20 -10.32006 7.22042 12.67736  -0.03
O9 -11.42659 6.63570 12.01052  0.01
C21 -12.07418 7.19578 11.01669  -0.63
O10 -11.87769 8.30504 10.58563  0.12
O11 -12.96554 6.34071 10.55125  0.01
C22 -13.74413 6.77906 9.45151  -0.05
H50 -9.40976 7.18721 12.07672  0.09
H51 -10.17386 6.65789 13.59454  0.09
H52 -10.53281 8.24906 12.95870  0.04
H53 -13.05497 7.05403 8.65338  0.10
H54 -14.41078 7.61224 9.68892  0.10
H55 -14.44273 6.00067 9.14976  0.09
C23 -2.67094 8.78365 16.15980  -0.05
O12 -3.62367 8.29109 15.24695  0.01
C24 -4.85595 8.11627 15.67386  -0.61
O13 -5.23771 8.31259 16.80668  0.11
O14 -5.56247 7.59630 14.67578  -0.06
C25 -6.89685 7.16682 14.90934  -0.05
H56 -1.66913 8.87393 15.75540  0.09
H57 -2.68027 8.27534 17.12219  0.07
H58 -2.90926 9.81259 16.44708  0.09
H59 -7.48741 8.05820 15.15701  0.06
H60 -7.02625 6.45165 15.71274  0.08
H61 -7.37889 6.87031 13.98331  0.05

E_tot	-10775.89313	Ha

=====

- Number 1 is which compound?
  C22H32BN7Ti